#A
Here is C4H8N2OS as an isolated structure from the Open Molecules 2025 dataset. Energies are from ωB97M-V/def2-TZVPD.

Properties
2S+1   1
Molecular weight   132.2 g/mol
Orbital gap   9.500 eV
HOMO   -9.20 eV
Total charge   0

CARTESIAN COORDINATES (ANGSTROEM)
C (1.38931, -0.30065, -0.03421)
C (0.18240, 0.80238, -0.03649)
C (-0.85805, 0.35853, -0.94797)
C (-0.75985, 0.11596, 1.08566)
H (1.62575, -2.33284, 0.14796)
H (-0.11852, -1.77042, -0.40233)
H (1.61131, 1.61023, 0.32922)
H (-1.08681, 1.46674, -1.20588)
H (-0.55616, -0.17906, -1.88354)
H (-2.69909, 0.00953, 0.00408)
H (-1.33202, 0.84383, 1.72683)
H (-0.28553, -0.80417, 1.55170)
N (0.82148, -1.56403, -0.27164)
N (-1.65836, -0.42131, 0.00528)
O (0.68858, 2.03824, -0.09111)
S (3.03556, 0.12705, 0.02242)

***

#B
Here is one molecule with the formula C4H8N2OS from the Open Molecules 2025 dataset. Energies are from ωB97M-V/def2-TZVPD.

Properties
2S+1   1
Molecular weight   132.2 g/mol
Orbital gap (spin up / spin down)   7.835 / 5.776 eV
HOMO (spin up / spin down)   -7.79 / -6.55 eV
Total charge   0

CARTESIAN COORDINATES (ANGSTROEM)
C (0.52327, -0.80078, 0.37487)
C (-0.98595, 1.06603, 0.63218)
C (0.18132, -2.22038, 0.07412)
C (-0.44852, 2.39541, -0.11246)
N (-0.45401, -0.06129, 0.71750)
N (1.85772, -0.50972, 0.08384)
O (4.35050, -0.05629, 0.07963)
S (3.10421, 0.73222, 0.05642)
H (-1.91372, 1.28618, 1.22330)
H (0.34336, -2.58276, -0.95835)
H (-0.76978, -2.45154, 0.39339)
H (0.63611, -2.92312, 0.85343)
H (-1.45718, 2.76512, -0.56869)
H (0.48183, 2.36797, -0.77533)
H (-0.03136, 3.03243, 0.65125)
H (2.38281, -1.32460, -0.05517)

***

Here are the energies relative to the best structure, in eV: #A 0.000; #B 0.100.

***

#A
Here is one molecule with the formula C4H8N2OS from the Open Molecules 2025 dataset. Energies are from ωB97M-V/def2-TZVPD.

Properties
2S+1   1
Molecular weight   132.2 g/mol
Orbital gap   9.634 eV
HOMO   -8.95 eV
Total charge   0
SMILES   C/N=C1\SCON1C

CARTESIAN COORDINATES (ANGSTROEM)
C (-1.39940, 1.81291, 1.49253)
N (-1.44928, 0.96748, 0.30819)
C (-0.36854, 0.34931, 0.06420)
S (1.17191, 0.37839, 0.93313)
C (1.83586, -0.73905, -0.37102)
O (0.73882, -1.45156, -0.86215)
N (-0.22300, -0.45847, -1.10843)
C (-1.45551, -1.17354, -1.51110)
H (-1.65389, 1.29892, 2.42900)
H (-0.43322, 2.30741, 1.72485)
H (-2.13753, 2.64853, 1.36382)
H (2.54152, -1.47107, 0.08542)
H (2.28110, -0.18795, -1.21871)
H (-1.23160, -1.84386, -2.35368)
H (-2.10574, -0.39231, -1.75448)
H (-1.89016, -1.86229, -0.75506)

***

#B
Here is one molecule with the formula C4H8N2OS from the Open Molecules 2025 dataset. Energies are from ωB97M-V/def2-TZVPD.

Properties
2S+1   1
Molecular weight   132.2 g/mol
Orbital gap   8.643 eV
HOMO   -7.96 eV
Total charge   0
SMILES   C=CN(S)/C=N\OC

CARTESIAN COORDINATES (ANGSTROEM)
C (2.93696, 1.57934, 0.69692)
C (1.76015, 1.53888, 0.08464)
N (0.80839, 0.52501, 0.14215)
S (1.23776, -0.83232, 1.16308)
C (-0.35231, 0.67375, -0.58667)
N (-1.40797, -0.01176, -0.76480)
O (-1.46228, -1.23319, -0.08292)
C (-2.69563, -1.86503, -0.39763)
H (3.33128, 0.81734, 1.35426)
H (3.61513, 2.42999, 0.55102)
H (1.49730, 2.36249, -0.54588)
H (0.09338, -1.47537, 0.92995)
H (-0.32738, 1.61556, -1.13752)
H (-3.54836, -1.25047, -0.06456)
H (-2.70887, -2.82177, 0.12748)
H (-2.77755, -2.05244, -1.46952)

***

#C
Here is one molecule with the formula C4H8N2OS from the Open Molecules 2025 dataset. Energies are from ωB97M-V/def2-TZVPD.

Properties
2S+1   1
Molecular weight   132.2 g/mol
Orbital gap   9.952 eV
HOMO   -9.15 eV
Total charge   0
SMILES   C[C@H]1CSC(=O)N1N

CARTESIAN COORDINATES (ANGSTROEM)
C (1.30016, 0.38983, -0.89434)
C (0.44846, 0.34425, 0.44998)
C (-0.22573, 1.63142, 0.63602)
S (-1.92781, 1.46629, -0.24358)
C (-1.71128, -0.35109, -0.34092)
O (-2.56287, -1.13056, -0.61150)
N (-0.48407, -0.70645, 0.19554)
N (0.04343, -1.94547, 0.42377)
H (0.59286, 0.53654, -1.63646)
H (1.78097, -0.58910, -0.93676)
H (2.18445, 1.06850, -0.74509)
H (0.98556, 0.12566, 1.41105)
H (-0.50850, 1.81279, 1.67480)
H (0.36059, 2.23499, 0.09514)
H (-0.55235, -2.49762, 0.97461)
H (0.27613, -2.38999, -0.45226)

***

Here are the energies relative to the best structure, in eV: #A 1.096; #B 2.195; #C 0.000.

***

#A
Here is an isolated ion of composition C2H4BrClN3 and charge +1 from the Open Molecules 2025 dataset. Energies are from ωB97M-V/def2-TZVPD.

Properties
2S+1   1
Molecular weight   185.4 g/mol
Orbital gap (spin up / spin down)   7.370 / 7.371 eV
HOMO (spin up / spin down)   -14.86 / -14.86 eV
Total charge   +1
SMILES   Cl[N@H+]1CNC(Br)=N1

CARTESIAN COORDINATES (ANGSTROEM)
Cl (-0.53692, -2.32796, 1.56036)
N (0.39169, -0.59564, 0.80456)
C (0.54633, -0.54562, -0.67151)
N (-0.45977, 0.32517, -1.12822)
C (-0.80234, 1.17374, 0.33311)
Br (-1.64690, 2.74362, 0.43911)
N (-0.35903, 0.41000, 1.22411)
H (1.22409, -0.51060, 1.33210)
H (0.40872, -1.50333, -1.20805)
H (1.53245, -0.23516, -0.88957)
H (-0.29831, 1.06578, -1.79600)

***

#B
Here is a 2-piece molecular cluster, C2H4BrClN3 overall from the Open Molecules 2025 dataset. Energies are from ωB97M-V/def2-TZVPD.

Properties
2S+1   1
Molecular weight   185.4 g/mol
Orbital gap   8.355 eV
HOMO   -15.19 eV
Total charge   +1

CARTESIAN COORDINATES (ANGSTROEM)
C (-0.70236, 0.48042, -0.20072)
C (1.12688, 1.67786, 0.03091)
N (-0.28766, 1.67019, -0.27608)
N (0.42462, -0.40800, 0.10472)
N (1.43892, 0.32425, 0.23265)
Cl (-0.92491, -3.21036, 0.08741)
Br (-2.43202, -0.08356, -0.06201)
H (1.55944, 2.32315, -0.79841)
H (1.51728, 2.23095, 0.89636)
H (0.44267, -1.35915, -0.05677)
H (-2.16287, -3.64574, 0.04195)

***

Here are the energies relative to the best structure, in eV: #A 1.978; #B 0.000.

***

#A
Here is one molecule with the formula C2H5N3O2 from the Open Molecules 2025 dataset. Energies are from ωB97M-V/def2-TZVPD.

Properties
2S+1   1
Molecular weight   103.1 g/mol
Orbital gap   9.580 eV
HOMO   -9.34 eV
Total charge   0
SMILES   [H]/N=C/NO/C=N/O

CARTESIAN COORDINATES (ANGSTROEM)
H (-3.94220, -0.43977, -0.32235)
N (-2.94942, -0.67306, -0.44797)
C (-2.29743, 0.25318, 0.40499)
N (-0.84888, -0.22219, 0.37975)
O (-0.08583, 0.96623, -0.18896)
C (1.22294, 0.51218, -0.30474)
N (1.65808, -0.58024, 0.20354)
O (3.03781, -0.26062, 0.02838)
H (-2.63098, 1.08125, 1.29378)
H (-0.85688, -0.78627, -0.69875)
H (1.81836, 1.32244, -0.63323)
H (3.42441, -1.08625, 0.09647)

***

#B
Here is one molecule with the formula C2H5N3O2 from the Open Molecules 2025 dataset. Energies are from ωB97M-V/def2-TZVPD.

Properties
2S+1   1
Molecular weight   103.1 g/mol
Orbital gap   10.291 eV
HOMO   -9.63 eV
Total charge   0
SMILES   O=CNNNC=O

CARTESIAN COORDINATES (ANGSTROEM)
O (2.15855, 0.42725, -0.41913)
C (1.66992, -0.68179, -0.21834)
N (0.67106, -0.89625, 0.68515)
N (-0.22541, 0.10156, 1.42082)
N (-0.94932, 0.92993, 0.57811)
C (-1.83443, 0.31504, -0.20075)
O (-2.04021, -0.84585, -0.18558)
H (1.88373, -1.66674, -0.63219)
H (0.47373, -1.82372, 1.02160)
H (0.34237, 0.69879, 2.17652)
H (-0.47590, 1.94964, 0.33661)
H (-2.36994, 1.07138, -0.75158)

***

#C
Here is a 2-piece molecular cluster, C2H5N3O2 overall from the Open Molecules 2025 dataset. Energies are from ωB97M-V/def2-TZVPD.

Properties
2S+1   1
Molecular weight   103.1 g/mol
Orbital gap   10.016 eV
HOMO   -9.46 eV
Total charge   0

CARTESIAN COORDINATES (ANGSTROEM)
C (-0.21829, 2.19170, 0.03945)
C (-2.04866, 0.50448, 0.26202)
N (-1.51498, 1.21547, -0.69760)
N (0.64389, 1.34635, 0.33361)
N (1.25624, -1.48956, -0.40264)
O (-2.69801, 0.34651, 1.21427)
O (-1.25523, -0.18883, -0.61341)
H (1.45288, 1.69431, 0.87261)
H (0.45640, 0.39074, 0.15366)
H (2.15206, -1.93777, -0.48601)
H (0.89398, -2.05780, -1.15567)
H (0.87972, -2.01560, 0.47971)

***

#D
Here is one molecule with the formula C2H5N3O2 from the Open Molecules 2025 dataset. Energies are from ωB97M-V/def2-TZVPD.

Properties
2S+1   1
Molecular weight   103.1 g/mol
Orbital gap   8.427 eV
HOMO   -9.03 eV
Total charge   0

CARTESIAN COORDINATES (ANGSTROEM)
C (0.03632, 0.93098, 0.45451)
C (0.98251, -0.04283, -0.14656)
N (-1.15662, 0.14697, -0.03572)
N (1.41044, 0.00349, -1.43642)
N (-1.46400, -0.80556, 0.84965)
O (-0.82722, -1.17703, 1.83447)
O (-2.56438, -1.21885, 0.53359)
H (-0.05055, 1.08389, 1.53871)
H (-0.05456, 1.89292, 0.05811)
H (0.79914, -1.03735, 0.36655)
H (1.49200, -0.68731, -2.14901)
H (1.39692, 0.91067, -1.86788)

***

Here are the energies relative to the best structure, in eV: #A 4.328; #B 0.000; #C 2.682; #D 3.256.

***

#A
Here is a 2-piece molecular cluster, C4H9NP overall from the Open Molecules 2025 dataset. Energies are from ωB97M-V/def2-TZVPD.

Properties
2S+1   1
Molecular weight   102.1 g/mol
Orbital gap (spin up / spin down)   7.684 / 8.249 eV
HOMO (spin up / spin down)   -12.65 / -13.44 eV
Total charge   +1

CARTESIAN COORDINATES (ANGSTROEM)
C (0.92755, -0.74635, 1.61350)
C (-0.41462, -0.13760, 1.58572)
C (-0.91909, -0.24203, 0.14881)
C (0.33220, -0.00284, -0.61997)
N (0.24529, 0.24300, -2.07977)
P (1.79721, -0.64172, 0.15251)
H (1.34603, -1.14092, 2.52537)
H (-1.09407, -0.51894, 2.34317)
H (-0.26258, 0.95667, 1.74521)
H (-1.30725, -1.25366, -0.02882)
H (-1.71475, 0.47024, -0.06783)
H (0.38133, 2.09128, -0.00670)
H (-0.38333, -0.43739, -2.53798)
H (1.18216, 0.17155, -2.50171)
H (-0.11609, 1.18871, -2.27152)

***

#B
Here is C4H9NP as an isolated structure from the Open Molecules 2025 dataset. Energies are from ωB97M-V/def2-TZVPD.

Properties
2S+1   1
Molecular weight   102.1 g/mol
Orbital gap   8.508 eV
HOMO   -12.87 eV
Total charge   +1

CARTESIAN COORDINATES (ANGSTROEM)
C (0.62544, -0.80298, -2.57818)
C (-0.81633, -0.58357, -2.34933)
C (0.04297, 1.19760, 1.22509)
C (0.01662, 0.74826, 2.60828)
N (-0.08469, 0.42838, 0.20174)
P (-0.21697, 1.10313, -1.55268)
H (1.15546, -1.07235, -1.74447)
H (1.14413, -0.39901, -3.39377)
H (-1.24878, -0.48389, -3.30800)
H (-1.39875, -1.23246, -1.75199)
H (0.29432, 2.35000, 1.05062)
H (-0.45809, -0.23300, 2.72297)
H (-0.49971, 1.47744, 3.18613)
H (1.19435, 0.62833, 2.75499)
H (-0.30777, -0.45673, 0.51973)

***

Here are the energies relative to the best structure, in eV: #A 1.890; #B 0.000.

***

#A
Here is a 2-piece molecular cluster, CH3IO2 overall from the Open Molecules 2025 dataset. Energies are from ωB97M-V/def2-TZVPD.

Properties
2S+1   1
Molecular weight   173.9 g/mol
Orbital gap   8.276 eV
HOMO   -8.48 eV
Total charge   0

CARTESIAN COORDINATES (ANGSTROEM)
C (-0.95720, -0.46254, 0.61770)
O (0.05014, 0.18710, 0.54564)
O (1.59421, -0.61881, -1.90140)
I (1.19995, 0.99998, -2.61044)
H (-1.74871, -0.29850, -0.09575)
H (-1.33585, -1.22140, 1.36653)
H (0.61111, 1.26193, -1.04534)

***

#B
Here is one molecule with the formula CH3IO2 from the Open Molecules 2025 dataset. Energies are from ωB97M-V/def2-TZVPD.

Properties
2S+1   1
Molecular weight   173.9 g/mol
Orbital gap   8.535 eV
HOMO   -9.66 eV
Total charge   0
SMILES   COOI

CARTESIAN COORDINATES (ANGSTROEM)
C (0.83800, -0.11349, -0.11305)
O (-0.00862, 0.91376, -0.33695)
O (-1.19515, 0.92097, 0.39952)
I (-2.63624, -0.45802, -0.00368)
H (1.68926, -0.12793, -0.75185)
H (0.11830, -0.92953, -0.08262)
H (1.19445, -0.20577, 0.88863)

***

Here are the energies relative to the best structure, in eV: #A 0.405; #B 0.000.

***

#A
Here is a 2-piece molecular cluster, CH3IO2 overall from the Open Molecules 2025 dataset. Energies are from ωB97M-V/def2-TZVPD.

Properties
2S+1   1
Molecular weight   173.9 g/mol
Orbital gap   8.850 eV
HOMO   -8.73 eV
Total charge   0

CARTESIAN COORDINATES (ANGSTROEM)
C (-0.98594, 0.02486, -0.07219)
O (-0.00112, -0.49354, 0.34710)
O (1.87694, 1.22514, 0.18787)
I (3.05991, -0.10493, -0.18144)
H (-1.69900, 0.70732, 0.43182)
H (-1.26934, 0.01179, -1.16243)
H (2.92904, -1.09715, 1.04826)

***

#B
Here is a 2-piece molecular cluster, CH3IO2 overall from the Open Molecules 2025 dataset. Energies are from ωB97M-V/def2-TZVPD.

Properties
2S+1   1
Molecular weight   173.9 g/mol
Orbital gap (spin up / spin down)   8.482 / 8.388 eV
HOMO (spin up / spin down)   -9.36 / -9.27 eV
Total charge   0

CARTESIAN COORDINATES (ANGSTROEM)
C (-0.48705, 0.74900, -0.43129)
O (0.79370, 0.61719, -0.87654)
O (-0.77717, -1.30509, 0.54704)
I (-2.07200, 0.58982, -1.72747)
H (-0.57873, 1.63460, 0.27674)
H (0.62154, 0.08365, -1.64842)
H (-1.68512, -1.43634, 0.40553)

***

Here are the energies relative to the best structure, in eV: #A 0.966; #B 0.000.

***

#A
Here is a 2-piece molecular cluster, CH3IO overall from the Open Molecules 2025 dataset. Energies are from ωB97M-V/def2-TZVPD.

Properties
2S+1   1
Molecular weight   157.9 g/mol
Orbital gap (spin up / spin down)   7.615 / 7.612 eV
HOMO (spin up / spin down)   -8.53 / -8.53 eV
Total charge   0

CARTESIAN COORDINATES (ANGSTROEM)
C (-0.60200, 0.36414, 0.39230)
O (1.46202, 1.06185, -1.40447)
I (-2.42489, 0.58461, 1.24834)
H (-0.59851, 0.03913, -0.65481)
H (0.57476, 1.65635, -1.78713)
H (2.05327, 0.97720, -2.17383)

***

#B
Here is a 2-piece molecular cluster, CH3IO overall from the Open Molecules 2025 dataset. Energies are from ωB97M-V/def2-TZVPD.

Properties
2S+1   1
Molecular weight   157.9 g/mol
Orbital gap   9.950 eV
HOMO   -9.59 eV
Total charge   0
SMILES   C=O.I

CARTESIAN COORDINATES (ANGSTROEM)
C (1.10829, 0.36554, 0.06935)
O (0.34714, -0.54192, -0.14171)
H (2.05998, 0.23791, 0.53448)
H (0.97171, 1.40270, -0.00605)
I (-2.93608, -0.46663, -0.12499)
H (-1.55104, -0.99759, -0.33107)

***

Here are the energies relative to the best structure, in eV: #A 3.358; #B 0.000.